# 1
Below is one molecule with the formula C16H20N2O4S, with properties calculated with ωB97M-V/def2-TZVPD.

- ΔE to the lowest compared entry with this formula, charge and spin: 1.5 kcal per mole
- LUMO: 0.024 Eh
- Electronic energy: -1430.4052 a.u.
- Molar mass: 336.41 g mol⁻¹
- Frontier orbital gap: 0.3284 Eh

```
43
C16H20N2O4S | the Open Molecules 2025 dataset | ωB97M-V/def2-TZVPD
O -2.49806 -1.18840 1.31331
C -3.05181 -0.64853 0.37687
N -2.71921 -0.83665 -0.92498
C -1.53778 -1.42848 -1.45812
O -1.32149 -1.31966 -2.64153
N -0.78501 -2.06842 -0.55868
H -1.05357 -1.99291 0.41778
C 0.56705 -2.49128 -0.86261
C 1.55245 -1.34246 -0.61016
H 1.14320 -0.39350 -0.95536
H 2.48652 -1.54007 -1.13794
C 1.76777 -1.40257 0.89843
H 2.65194 -0.85549 1.22225
H 0.90290 -0.97905 1.41175
C 1.87877 -2.90397 1.17893
H 2.91599 -3.22242 1.07023
H 1.55919 -3.14984 2.18995
C 1.00156 -3.59179 0.11512
H 0.12466 -4.06141 0.55847
H 1.56183 -4.36437 -0.40901
H 0.57158 -2.81216 -1.90699
H -3.24332 -0.32459 -1.62604
C -4.17871 0.33896 0.58375
H -4.35750 0.48245 1.64888
H -5.09633 0.00675 0.09914
S -3.74978 1.93390 -0.21336
C -2.00970 2.01861 0.16215
C -1.13873 2.34996 -0.86171
C 0.22300 2.44510 -0.61086
C 0.71361 2.15558 0.66767
C -0.17731 1.83688 1.68577
C -1.53518 1.78722 1.44583
H -2.21221 1.55528 2.25167
H 0.21938 1.63746 2.66805
O 2.05080 2.18252 0.95908
C 2.88203 2.24356 -0.18014
C 2.32258 3.23955 -1.19409
H 2.95278 3.29667 -2.08227
O 1.04856 2.82398 -1.63415
H 2.25043 4.23138 -0.72684
H 3.86753 2.55001 0.17388
H 2.94914 1.25220 -0.64684
H -1.49955 2.54999 -1.85733
```

These are the natural (NBO) partial charges, in e, on atoms 1 to 6:
1. O -0.613
2. C 0.694
3. N -0.663
4. C 0.799
5. O -0.637
6. N -0.641

***

# 2
Below is a 10-piece molecular cluster, C57H110F15N5O13 overall in a non-equilibrium geometry, with properties calculated with ωB97M-V/def2-TZVPD.

- LUMO: -0.110 Eh
- Electronic energy: -4987.3008 a.u.
- Molar mass: 1358.50 g mol⁻¹
- Frontier orbital gap: 0.1626 Eh

```
200
C57H110F15N5O13 | the Open Molecules 2025 dataset | ωB97M-V/def2-TZVPD
C 13.02406 18.70888 14.74680
C 14.01933 17.88266 13.96490
O 14.83590 18.42514 13.23082
N 13.87728 16.53443 14.09619
H 13.06036 16.09450 14.53732
H 16.92929 18.39376 13.02192
C 14.78400 15.75198 13.20910
H 12.72548 19.48316 14.10789
H 13.73480 19.09451 15.50926
H 12.17462 18.17807 15.13735
H 14.46006 14.69649 13.15547
H 15.76923 15.66882 13.63517
H 14.91658 16.22400 12.22767
C 13.05193 21.46188 16.86408
C 13.23473 22.40710 18.11543
C 14.12014 21.86894 19.19237
N 14.16670 22.66249 20.48407
C 12.88541 22.68746 21.24980
C 14.76854 24.00255 20.16707
C 15.28837 24.56095 21.48045
C 15.92110 23.28217 22.11836
C 15.23761 22.13290 21.41676
H 11.97512 21.51866 16.60160
H 13.38802 20.46586 17.11716
H 13.69736 21.87387 15.96420
H 12.21812 22.58126 18.48822
H 13.49699 23.43468 17.83858
H 15.20844 21.83138 18.96734
H 13.77533 20.84582 19.46617
H 12.57656 21.67331 21.47487
H 12.08486 23.00318 20.55270
H 13.05383 23.36926 22.14581
H 13.95085 24.71727 19.68810
H 15.59578 23.73335 19.53072
H 14.42106 24.95210 22.05650
H 15.97422 25.37667 21.39198
H 15.76746 23.30974 23.20914
H 16.98943 23.29199 21.91851
H 14.86097 21.41869 22.13118
H 15.88216 21.70317 20.65542
C 14.11440 12.03019 11.95744
C 13.96516 12.02641 13.53203
C 12.51606 12.13740 14.08851
N 12.45624 12.21615 15.65846
C 13.27856 13.27168 16.21116
C 11.03126 12.32530 16.14162
C 11.14771 11.83674 17.57862
C 11.97081 10.58350 17.49351
C 12.87628 10.83455 16.26153
H 13.67360 11.13877 11.52122
H 15.19436 12.01210 11.66538
H 13.64375 12.94618 11.61255
H 14.56418 12.79758 14.05023
H 14.47453 11.05795 13.87872
H 11.91166 11.26400 13.88393
H 12.03140 13.07052 13.73906
H 13.10656 13.30456 17.27940
H 12.99068 14.18212 15.78764
H 14.34705 13.07376 16.02466
H 10.81201 13.42820 16.06340
H 10.39112 11.72720 15.51426
H 11.41636 12.53312 18.34059
H 10.09856 11.50877 17.84680
H 12.52446 10.34071 18.37561
H 11.38525 9.67855 17.30790
H 13.90338 10.91285 16.47753
H 12.61572 10.05041 15.51426
C 9.87380 24.48576 10.45901
C 10.22125 23.42755 11.43857
C 11.53386 23.69123 12.23506
C 11.65305 22.80076 13.48132
C 10.45029 23.04496 14.43566
C 9.15672 22.66898 13.76988
N 9.02003 23.44909 12.39638
O 8.00645 23.94635 12.09975
C 7.95379 23.21036 14.67896
C 8.92571 21.14362 13.65598
C 10.28640 21.98186 10.84349
H 9.79469 25.46689 10.80551
H 8.93762 24.19548 9.85543
H 10.77658 24.52507 9.81620
H 11.72965 24.75329 12.52647
H 12.37524 23.40686 11.63267
H 12.60126 23.07902 13.99014
H 11.70184 21.74604 13.26613
H 10.36963 24.08368 14.73496
H 10.44849 22.51398 15.39231
H 6.95388 22.81998 14.35139
H 7.91767 24.31901 14.66628
H 8.06043 22.76794 15.64276
H 8.03152 20.88815 13.12461
H 8.95392 20.78893 14.65892
H 9.79894 20.70881 13.27645
H 9.25700 21.73406 10.45438
H 10.73071 21.23171 11.53000
H 10.84579 22.10799 9.87116
C 11.57729 18.08745 18.61446
C 12.51363 16.89785 18.80312
C 13.60398 17.27011 19.88787
C 12.94765 17.28744 21.29875
C 12.30218 15.99654 21.59923
C 11.14784 15.63488 20.69653
N 11.70094 15.72909 19.30866
O 11.35728 14.97868 18.44117
C 10.04224 16.70653 20.82706
C 10.64845 14.25396 20.87977
C 13.21128 16.50950 17.44684
H 12.01841 18.66633 17.83218
H 11.39993 18.67972 19.46242
H 10.58287 17.84241 18.21314
H 14.01685 18.19833 19.52997
H 14.30223 16.47388 19.87487
H 12.17059 18.07795 21.44420
H 13.68478 17.52840 22.08709
H 11.90124 15.89790 22.65796
H 13.01274 15.11959 21.47373
H 10.35195 17.70978 20.69365
H 9.48884 16.62635 21.75334
H 9.34175 16.58475 20.00909
H 11.30083 13.43520 20.46577
H 9.69303 14.06985 20.43450
H 10.63353 13.99436 21.93515
H 13.79553 15.58600 17.60678
H 13.82934 17.38140 17.17140
H 12.51883 16.33482 16.63217
C 14.52970 12.83518 20.45063
O 15.66849 13.64705 20.29153
O 13.35206 13.42694 20.07583
C 14.84852 11.54687 19.65446
F 14.85712 11.80904 18.33081
F 15.98131 10.96637 19.90105
F 13.83210 10.62858 19.81990
C 15.92044 14.72742 21.24534
C 16.15941 14.00681 22.58120
H 16.61080 13.02642 22.47370
H 16.79840 14.55993 23.32932
H 15.19246 13.88838 23.13300
H 15.11490 15.40630 21.25401
H 16.80044 15.26220 20.80222
H 14.58125 12.46055 21.54281
C 8.87991 20.93983 18.02312
O 7.71538 21.88259 17.68794
O 9.74540 21.00986 17.04770
C 9.48867 21.49943 19.35859
F 8.68819 21.17390 20.51725
F 10.69182 20.81795 19.64828
F 9.58271 22.79553 19.37869
C 6.46135 21.59536 18.16107
C 5.64265 20.57764 17.25849
H 5.50262 19.65717 17.77444
H 4.69234 20.97360 17.04942
H 6.17498 20.37773 16.32313
H 5.85021 22.52352 18.26274
H 6.43403 21.12848 19.17644
H 8.52822 19.95457 18.23688
C 18.04478 21.86387 18.59357
O 17.97937 20.44672 18.61754
O 16.88618 22.48870 18.92346
C 19.12862 22.22340 19.62574
F 20.24365 21.52383 19.43711
F 19.46164 23.53949 19.65843
F 18.68510 21.89001 20.82855
C 18.04071 19.80545 17.36850
C 16.72504 19.85343 16.60958
H 15.91681 19.65617 17.41328
H 16.43507 20.86820 16.20897
H 16.87664 19.02296 15.92645
H 18.37193 18.77735 17.48335
H 18.77538 20.28780 16.68510
H 18.42120 22.25241 17.60296
C 10.23269 15.35123 13.97926
O 10.29017 16.44236 12.99954
O 11.27078 15.23604 14.78451
C 8.95780 15.60061 14.75552
F 8.74084 16.69847 15.42904
F 7.92301 15.52285 13.79581
F 8.66340 14.52466 15.61675
C 11.32494 16.10149 12.03881
C 11.74259 17.35296 11.26858
H 12.78857 17.41224 11.04362
H 11.25923 17.52277 10.32713
H 11.55670 18.19813 11.95808
H 10.81524 15.26028 11.46565
H 12.14458 15.64336 12.57538
H 9.88966 14.42020 13.45155
C 18.80373 18.42157 12.62901
O 19.66115 19.17109 13.44850
O 17.69678 17.83898 13.20833
C 18.56653 19.40640 11.48635
F 18.14435 20.59099 11.88630
F 19.67882 19.59596 10.76365
F 17.54607 18.99371 10.66497
C 20.12786 18.56134 14.63451
C 21.59264 18.90782 14.97669
H 21.79388 19.93578 15.27172
H 21.97488 18.11408 15.63590
H 22.16944 18.85225 14.11242
H 20.04856 17.51051 14.54437
H 19.50327 18.91132 15.47029
H 19.35883 17.55930 12.22426
```

These are the Löwdin partial charges, in e, on atoms 1 to 6:
1. C 0.017
2. C -0.548
3. O 0.016
4. N 0.053
5. H 0.075
6. H 0.069

***

# 3
Below is C22H20DyF12I2NO9P as an isolated structure in a non-equilibrium geometry, with properties calculated with ωB97M-V/def2-TZVPD.

- LUMO (alpha / beta): -0.441 / -0.399 Eh
- Electronic energy: -4601.4120 a.u.
- Charge: +3
- Spin multiplicity: 6
- Molar mass: 1117.66 g mol⁻¹
- Frontier orbital gap (alpha / beta): 0.1942 / 0.2354 Eh

```
68
C22H20DyF12I2NO9P | the Open Molecules 2025 dataset | ωB97M-V/def2-TZVPD
C 3.18371 2.19102 2.57077
C 1.97781 2.67409 1.73862
I 1.57496 4.78165 2.34970
C 2.14577 2.73882 0.20703
I 4.08879 3.54694 -0.26711
C 1.76967 1.43471 -0.54368
N 1.46321 1.92153 -1.89913
C 2.86807 0.32952 -0.63053
C 3.77907 0.34002 -1.84906
C 3.27227 -0.57285 -2.92262
O 2.39015 -1.39644 -2.76278
O 3.90443 -0.40887 -4.07814
C 0.40126 0.87422 -0.05762
O -0.44601 1.90636 0.42669
C -1.60967 2.08165 -0.33328
F -1.35042 2.27962 -1.63061
C -2.52359 0.81492 -0.28282
O -2.30686 -0.05100 -1.11028
C -3.67997 0.57657 0.70892
F -3.25925 0.61665 1.99353
F -4.62268 1.49806 0.59883
C -4.35370 -0.81452 0.50240
F -4.79562 -0.97470 -0.73648
F -5.44444 -0.80570 1.27943
C -3.48407 -2.02535 0.98638
F -3.88101 -2.34746 2.22513
F -2.17817 -1.72703 1.07032
C -3.70517 -3.27686 0.09199
O -2.90382 -3.58977 -0.76196
O -4.79504 -3.98353 0.36720
P -2.38844 3.69561 0.22430
O -3.53084 4.00962 -0.59548
O -2.68632 3.52703 1.76883
O -1.18834 4.74097 0.05768
C 0.45749 -0.25227 1.01220
F 1.54676 -0.17580 1.82984
F -0.59969 -0.06036 1.83474
C 0.29318 -1.69730 0.55077
C 0.18722 -2.63621 1.57586
C -0.00311 -3.99740 1.32673
C -0.06100 -4.45360 0.07810
C 0.04625 -3.53226 -0.93818
C -0.02985 -4.03697 -2.37103
F -0.74029 -3.23156 -3.12974
F -0.48520 -5.26665 -2.41223
F 1.23482 -4.04901 -2.81917
C 0.22106 -2.15187 -0.69600
H 2.87139 1.63570 3.45360
H 3.87826 1.55697 2.03499
H 3.76467 3.08310 2.91732
H 1.09557 2.14212 2.06999
H 1.43709 3.47600 -0.14966
H 2.16158 2.56141 -2.24613
H 1.28367 1.16288 -2.54203
H 3.51220 0.42541 0.24326
H 2.46266 -0.67420 -0.56078
H 3.98612 1.30541 -2.29458
H 4.74918 -0.04795 -1.54329
H 3.84344 -1.23476 -4.57961
H -0.05467 0.42833 -0.93341
H -5.49634 -3.43538 0.75044
H -1.90703 3.12222 2.17881
H -1.03907 4.89374 -0.88665
H 0.23988 -2.29734 2.59957
H -0.10776 -4.63802 2.18502
H -0.21618 -5.50326 -0.10360
H 0.26848 -1.47616 -1.53381
Dy 3.51346 4.44956 4.39249
```

These are the Löwdin partial charges, in e, on atoms 1 to 6:
1. C -0.252
2. C -0.636
3. I 1.028
4. C -0.684
5. I 1.102
6. C -0.431

***

# 4
Below is one molecule with the formula C4H4OS2 in a non-equilibrium geometry, with properties calculated with ωB97M-V/def2-TZVPD.

- ΔE to the lowest compared entry with this formula, charge and spin: 74.5 kcal per mole
- LUMO: 0.004 Eh
- Electronic energy: -1026.2958 a.u.
- Molar mass: 132.21 g mol⁻¹
- Frontier orbital gap: 0.3533 Eh

```
11
C4H4OS2 | the Open Molecules 2025 dataset | ωB97M-V/def2-TZVPD
C -1.18024 1.75674 0.01389
C 0.39455 -0.24084 -0.82411
C 0.80612 -1.43606 0.11656
C 0.13366 -0.25314 0.58399
H 1.33201 0.32988 -0.94451
H 0.38248 -2.38268 0.26261
H 2.00014 -1.76499 -0.08127
H -0.98937 -0.53174 0.82644
O -2.01858 2.66572 0.19662
S -1.12971 0.47503 -1.45453
S 0.26894 1.38207 1.30432
```

These are the natural (NBO) partial charges, in e, on atoms 1 to 6:
1. C 0.321
2. C -0.410
3. C -0.363
4. C -0.395
5. H 0.236
6. H 0.233